ORCA calculation (the ωB97M-V functional and the def2-TZVPD basis) on a cluster of 12 separate species, C46H69O35 in total at a distorted geometry.

Values from the calculation:
LUMO energy	1.190	eV
charge	-1
E_HOMO	-4.679	eV
largest force on an atom	6.6	eV/Å

CARTESIAN COORDINATES (ANGSTROEM)
O  20.974  -4.893  -5.175
O  9.551  -7.065  3.092
O  21.112  -6.889  -5.929
O  18.387  -4.935  7.387
O  17.021  -5.303  5.606
O  10.289  4.701  0.992
O  12.502  4.996  0.889
O  3.768  -5.598  -8.588
O  10.588  -1.184  -7.914
O  9.789  -13.292  -1.508
O  16.031  6.024  -5.190
O  7.731  -7.156  4.514
O  3.925  -4.574  -6.706
O  22.165  2.945  0.648
O  11.840  3.021  1.409
O  20.152  -13.183  -0.008
O  8.608  -0.740  -8.800
O  16.206  3.804  -5.041
O  19.775  -11.056  -0.754
O  8.069  -12.388  -0.295
O  17.047  4.989  -6.746
O  12.211  -10.792  -10.870
O  22.659  -6.047  -4.484
O  8.771  -11.487  -2.175
O  20.543  2.008  -0.615
O  14.437  -5.799  -3.082
O  11.604  -9.184  -9.357
O  5.680  -5.743  -7.271
O  19.222  -6.117  5.739
O  22.062  0.696  0.310
O  7.925  -5.563  2.900
O  9.367  0.192  -6.806
O  18.229  -12.055  0.426
O  12.470  -4.972  -2.651
O  13.529  -8.953  -10.423
C  13.244  2.952  1.645
C  17.619  -10.858  -0.124
C  20.235  -6.099  6.754
C  14.443  -3.993  -1.522
C  19.872  -5.154  9.132
C  20.247  0.708  -1.087
C  10.031  -6.166  2.097
C  19.458  -12.213  -0.100
C  5.996  -5.328  -5.913
C  4.109  -4.428  -4.335
C  8.861  -5.196  1.871
C  8.315  -6.677  3.514
C  21.288  -0.184  -0.418
C  16.976  8.162  -5.387
C  9.457  -0.594  -7.894
C  17.205  6.325  -7.100
C  10.367  -13.060  -2.838
C  21.659  -5.973  -5.112
C  19.735  -4.993  7.625
C  20.589  -1.349  0.331
C  16.345  4.868  -5.658
C  19.885  -5.018  -5.991
C  19.914  -6.397  -6.557
C  11.278  -0.933  -6.742
C  4.855  -4.310  -5.657
C  13.709  4.241  0.941
C  9.607  -11.772  -3.254
C  16.704  -10.227  0.988
C  21.682  1.959  0.116
C  13.727  -4.993  -2.461
C  13.805  -6.592  -10.349
C  9.122  -3.757  1.982
C  10.503  0.169  -6.055
C  8.817  -12.391  -1.238
C  16.264  7.030  -6.078
C  12.048  -7.931  -8.942
C  18.822  -10.076  -0.591
C  18.113  -5.465  6.187
C  4.450  -5.290  -7.592
C  10.090  -0.088  -4.631
C  12.447  -9.731  -10.293
C  14.692  5.139  1.686
C  13.438  -7.837  -9.558
C  19.988  -3.894  -7.008
C  11.460  4.278  1.054
C  10.205  -14.328  -3.710
H  3.170  -3.877  -4.276
H  10.299  -11.010  -3.613
H  8.330  -3.088  1.646
H  9.962  -3.511  1.332
H  19.206  0.462  -0.877
H  18.983  -6.885  -6.270
H  9.472  -3.461  2.970
H  19.138  -9.355  0.163
H  13.785  2.104  1.224
H  16.340  -9.260  0.640
H  16.792  9.042  -6.003
H  10.895  -5.566  2.383
H  13.699  -5.753  -9.662
H  20.980  -3.854  -7.459
H  15.678  4.687  1.585
H  12.290  -0.548  -6.872
H  19.818  -3.050  -6.340
H  13.887  -3.882  -0.591
H  14.649  -3.018  -1.964
H  13.250  -6.346  -11.254
H  20.900  -5.050  9.481
H  16.577  8.378  -4.396
H  19.461  -6.120  9.426
H  10.326  -6.626  1.155
H  10.932  1.170  -6.087
H  19.781  -0.999  0.974
H  11.016  -0.263  -4.083
H  14.171  -8.127  -8.805
H  3.901  -5.466  -4.079
H  4.793  -4.085  -3.558
H  13.956  4.023  -0.098
H  19.879  -6.271  -7.639
H  11.409  -7.080  -9.181
H  16.876  6.595  -8.103
H  11.430  -12.864  -2.699
H  18.997  -4.971  -5.360
H  5.986  -6.188  -5.244
H  20.229  -4.076  7.304
H  10.713  -14.231  -4.670
H  15.843  -10.874  1.154
H  19.224  -4.007  -7.777
H  21.380  -1.737  0.972
H  9.437  -0.947  -4.481
H  19.236  -4.457  9.677
H  11.461  -1.795  -6.101
H  17.028  -11.081  -1.012
H  15.410  -4.416  -1.250
H  18.701  -9.534  -1.529
H  14.763  6.172  1.346
H  17.160  -10.094  1.969
H  21.939  -0.609  -1.182
H  14.386  5.201  2.731
H  5.159  -3.285  -5.868
H  9.165  -14.648  -3.774
H  10.739  -15.134  -3.207
H  20.279  -7.000  7.367
H  14.865  -6.654  -10.597
H  9.520  0.753  -4.237
H  15.413  7.343  -6.683
H  9.019  -12.013  -4.140
H  21.233  -5.902  6.364
H  18.057  8.123  -5.248
H  18.271  6.501  -6.952
H  12.152  -7.981  -7.858
H  13.396  2.931  2.724
H  20.358  0.711  -2.172
H  20.148  -2.102  -0.323
H  6.966  -4.832  -5.930
H  8.528  -5.471  0.870

=====

ORCA calculation (the ωB97M-V functional and the def2-TZVPD basis) on a cluster of 14 separate species, C46H75N9O5S5 in total at a distorted geometry.

Values from the calculation:
LUMO energy	0.267	eV
charge	0
E_HOMO	-7.483	eV
largest force on an atom	2.6	eV/Å

CARTESIAN COORDINATES (ANGSTROEM)
S  -11.141  -16.287  2.293
S  -15.481  -21.441  6.324
S  -13.356  -20.206  1.480
S  -10.862  -18.081  6.199
S  -10.635  -25.024  -1.659
O  -16.228  -20.650  7.378
O  -12.271  -20.988  0.755
O  -9.429  -25.355  -0.833
O  -11.302  -15.745  3.672
O  -12.241  -18.542  5.790
N  -8.841  -23.292  1.048
N  -14.585  -17.147  4.939
N  -15.911  -26.545  4.736
N  -17.415  -19.031  2.574
N  -14.262  -16.451  -0.813
N  -10.372  -19.906  -1.039
N  -18.041  -23.344  -1.566
N  -14.292  -23.206  -1.831
N  -9.774  -24.666  6.046
C  -14.937  -16.270  3.940
C  -17.450  -19.830  3.665
C  -17.572  -22.437  0.387
C  -15.005  -15.853  0.177
C  -14.975  -24.812  3.686
C  -10.652  -23.181  -1.718
C  -14.731  -25.968  4.370
C  -13.900  -21.900  -1.682
C  -16.942  -25.771  4.301
C  -16.268  -15.922  4.133
C  -11.950  -24.784  6.447
C  -9.057  -19.559  -0.934
C  -18.446  -23.529  0.611
C  -14.351  -21.173  -2.751
C  -14.836  -21.181  1.125
C  -18.787  -24.013  -0.627
C  -9.124  -21.459  2.241
C  -11.733  -24.031  5.276
C  -11.203  -16.999  7.612
C  -10.232  -19.491  7.176
C  -16.412  -24.720  3.604
C  -10.104  -17.757  2.504
C  -7.752  -21.641  2.027
C  -15.813  -23.192  6.655
C  -16.105  -17.693  -0.552
C  -16.086  -16.663  0.426
C  -10.712  -25.146  6.914
C  -14.945  -22.074  -3.651
C  -18.405  -19.417  1.679
C  -17.279  -22.384  -0.949
C  -10.074  -25.173  -3.375
C  -19.059  -20.474  2.285
C  -18.473  -20.743  3.519
C  -13.193  -20.517  3.241
C  -7.584  -22.812  1.320
C  -10.373  -23.929  5.059
C  -9.909  -15.223  1.519
C  -9.777  -22.541  1.682
C  -16.754  -16.732  5.173
C  -15.698  -17.467  5.647
C  -9.712  -19.187  -3.049
C  -14.924  -17.549  -1.253
C  -8.595  -19.095  -2.144
C  -10.753  -19.707  -2.331
C  -13.762  -21.440  6.975
C  -14.887  -23.325  -3.068
H  -14.412  -18.195  -1.951
H  -17.738  -16.755  5.616
H  -14.081  -23.950  -1.194
H  -10.992  -22.819  -0.745
H  -10.557  -18.474  3.187
H  -16.084  -27.339  5.324
H  -15.166  -24.280  -3.481
H  -16.716  -21.676  -1.533
H  -10.241  -16.616  7.952
H  -15.276  -21.843  -4.649
H  -9.100  -17.532  2.861
H  -11.276  -22.757  -2.500
H  -19.884  -20.977  1.800
H  -9.086  -15.127  2.233
H  -17.968  -26.025  4.504
H  -16.778  -23.398  6.191
H  -16.954  -23.915  3.131
H  -9.399  -15.612  0.633
H  -7.600  -18.704  -2.267
H  -18.035  -23.545  -2.547
H  -9.220  -19.239  7.489
H  -15.079  -23.856  6.196
H  -13.394  -20.415  7.003
H  -14.577  -15.073  0.787
H  -9.072  -24.759  -3.449
H  -16.806  -19.599  4.499
H  -10.365  -14.262  1.300
H  -15.620  -18.070  6.541
H  -15.164  -20.877  0.132
H  -19.460  -24.795  -0.936
H  -14.219  -15.881  3.237
H  -10.467  -25.652  7.833
H  -18.554  -18.861  0.771
H  -13.385  -16.095  -1.139
H  -6.978  -20.899  2.151
H  -8.789  -24.823  6.147
H  -16.853  -15.235  3.543
H  -14.197  -24.126  3.403
H  -13.356  -21.630  -0.788
H  -17.078  -21.818  1.120
H  -9.099  -24.078  0.461
H  -10.277  -20.386  6.555
H  -13.116  -21.998  6.293
H  -15.917  -23.478  7.702
H  -10.813  -22.831  1.699
H  -6.732  -23.328  0.913
H  -13.661  -17.499  5.171
H  -10.005  -26.218  -3.684
H  -16.770  -18.277  2.411
H  -10.879  -20.473  -0.363
H  -13.813  -26.487  4.597
H  -8.467  -19.670  -0.037
H  -13.216  -21.581  3.474
H  -16.812  -18.500  -0.633
H  -18.788  -23.940  1.546
H  -11.821  -16.204  7.198
H  -13.633  -21.883  7.962
H  -9.671  -18.972  -4.104
H  -14.217  -20.109  -2.857
H  -9.757  -23.480  4.296
H  -9.561  -20.601  2.728
H  -18.694  -21.505  4.247
H  -12.897  -24.916  6.944
H  -9.599  -22.905  -1.778
H  -11.763  -17.559  8.354
H  -14.029  -20.050  3.771
H  -15.679  -20.922  1.775
H  -11.763  -19.948  -2.630
H  -16.757  -16.585  1.266
H  -10.892  -19.696  8.019
H  -10.075  -18.223  1.513
H  -14.611  -22.241  1.219
H  -12.320  -19.960  3.577
H  -10.860  -24.734  -3.991
H  -12.472  -23.596  4.623

=====

| no. | HOMO-LUMO gap (eV) | calculated total energy (hartree) |
| --- | --- | --- |
| 1 | 5.87 | -4427.67521 |
| 2 | 7.75 | -4657.51310 |